Molecular formula: C5H6Cl2
Method: DFT, the ωB97M-V functional and the def2-TZVPD basis

Geometry as XYZ:
```
13
Properties=species:S:1:pos:R:3:forces:R:3
C -0.477 -0.170 0.875 0.4 3.1 -3.3
C -0.543 -1.098 1.750 -0.5 0.4 0.9
C -0.297 0.719 -0.156 1.3 -0.9 4.5
C 1.929 0.200 -0.753 -0.2 -0.3 -0.4
C -1.110 0.545 -1.371 1.0 1.4 0.4
Cl 2.001 -1.492 -0.497 0.3 -0.6 -0.1
Cl 2.785 0.978 0.507 0.6 0.3 0.5
H 0.344 -1.652 1.882 0.8 -1.4 0.0
H -1.326 -1.125 2.489 -0.1 -0.1 0.3
H 0.467 1.514 0.131 -2.0 -0.4 -0.8
H -1.285 1.510 -1.813 -0.6 0.3 -0.2
H -1.958 0.062 -0.983 -1.5 -0.7 -0.6
H -0.530 0.009 -2.062 0.4 -1.1 -1.2
```
Positions in Å, forces in eV/Å.

Results
Relative energy (zero: lowest compared OMol25 entry of this formula, charge and spin), kJ/mol: 431.1
HOMO-LUMO gap, hartree: 0.2940
Lowest unoccupied orbital energy, eV: -0.8
DFT total energy, eV: -30321.5796
HOMO energy, eV: -8.8
Strongest force on any atom, eV/Å: 4.81

Atomic charges from the Mulliken analysis, expressed in e, are listed below: atom 1 (C): 0.279, atom 2 (C): -0.735, atom 3 (C): -0.309, atom 4 (C): 0.010, atom 5 (C): -0.957, atom 6 (Cl): -0.066, atom 7 (Cl): -0.081, atom 8 (H): 0.238, atom 9 (H): 0.279, atom 10 (H): 0.407, atom 11 (H): 0.278, atom 12 (H): 0.393, atom 13 (H): 0.264

Molecular formula: C35H54BF4N8O16S
Method: DFT, the ωB97M-V functional and the def2-TZVPD basis

Geometry as XYZ:
```
119
Properties=species:S:1:pos:R:3:forces:R:3
C 6.965 -0.606 2.553 -0.3 0.1 0.0
C 5.493 -0.895 2.894 0.5 0.0 -0.7
B 4.564 -0.493 1.715 0.0 0.2 0.5
O 4.997 0.298 0.729 -0.2 0.3 0.1
N 3.112 -1.029 1.658 0.2 -0.2 -0.7
C 2.901 -2.381 1.139 0.3 -0.5 0.2
C 3.324 -2.613 -0.305 0.0 0.2 -0.2
S 2.682 -1.327 -1.423 -0.8 0.2 0.1
C 3.999 -1.129 -2.525 0.6 -0.3 0.5
N 5.258 -1.071 -2.243 -0.7 -0.1 0.6
N 5.912 -0.957 -3.433 0.3 0.1 -0.8
C 5.003 -0.940 -4.342 1.0 0.1 -0.1
O 3.759 -1.065 -3.852 -0.4 0.1 -0.1
C 2.160 -0.287 2.097 -0.1 -0.2 0.2
N 2.523 0.985 2.489 0.0 0.3 0.0
C 1.983 1.386 3.787 0.7 -0.6 0.5
N 2.601 0.540 4.828 -0.7 0.3 0.0
C 2.435 1.990 1.383 0.1 0.2 0.0
C 1.214 2.866 1.348 -1.0 0.1 -0.4
C 1.022 3.960 2.196 -0.5 0.1 -0.2
C -0.135 4.742 2.095 0.0 -0.6 -0.6
C -1.107 4.454 1.127 0.8 -0.5 0.3
C -0.928 3.378 0.254 0.4 -0.2 0.3
C -1.943 3.057 -0.813 0.7 0.4 0.0
C 0.233 2.598 0.377 -0.1 0.8 0.5
N 0.827 -0.730 2.176 -0.2 0.6 0.3
C 0.490 -1.634 3.286 -0.5 -0.2 0.2
N -0.885 -2.042 3.175 0.2 -0.4 0.7
C -1.768 -1.376 4.141 0.1 0.1 -0.4
O 0.413 -1.160 0.906 0.1 -0.3 0.1
C -0.763 -0.424 0.502 0.2 -0.2 -0.5
C -2.018 -1.253 0.385 -0.7 0.4 0.5
N -2.871 -0.627 -0.646 0.3 -0.1 0.7
C -4.287 -0.643 -0.248 -0.2 -0.1 -0.4
C -5.214 -0.478 -1.458 0.0 0.0 0.2
C -6.331 -1.511 -1.491 -0.1 0.1 -0.1
O -5.731 0.851 -1.518 0.1 0.1 -0.1
H 7.104 0.449 2.350 0.0 0.2 0.0
H 7.260 -1.136 1.656 0.2 -0.2 -0.1
H 7.612 -0.872 3.378 0.2 -0.2 0.1
H 5.207 -0.267 3.734 -0.3 -0.1 0.3
H 5.392 -1.938 3.184 -0.2 -0.1 0.2
H 4.291 0.687 0.202 0.1 -0.2 -0.4
H 3.522 -3.031 1.752 0.1 -0.2 0.1
H 1.880 -2.702 1.256 -0.2 0.2 0.1
H 2.870 -3.551 -0.603 0.0 -0.2 0.0
H 4.398 -2.689 -0.430 0.2 0.2 0.0
H 5.187 -0.835 -5.391 -0.3 0.0 -0.3
H 0.902 1.289 3.826 -0.2 0.2 -0.1
H 2.282 2.410 3.935 -0.2 0.4 -0.1
H 3.202 1.112 5.405 0.3 -0.1 -0.1
H 1.873 0.241 5.467 0.0 -0.2 0.0
H 3.340 2.593 1.398 0.2 0.1 0.3
H 2.451 1.442 0.444 0.0 -0.2 -0.2
H 1.764 4.219 2.935 0.1 0.1 0.1
H -0.275 5.588 2.746 0.0 0.1 0.1
H -1.985 5.070 1.036 -0.2 0.2 0.0
H -1.438 2.551 -1.629 -0.1 -0.3 -0.2
H -2.314 3.987 -1.224 -0.4 0.1 0.0
H -2.765 2.459 -0.439 -0.2 -0.1 0.0
H 0.375 1.783 -0.317 0.2 0.0 -0.1
H 0.651 -1.062 4.197 0.2 0.2 0.1
H 1.137 -2.509 3.368 0.2 -0.1 -0.4
H -0.914 -3.030 3.382 -0.1 -0.1 -0.3
H -1.809 -0.320 3.901 -0.1 0.3 0.1
H -1.447 -1.515 5.174 0.1 0.1 0.2
H -2.773 -1.769 4.048 -0.2 -0.1 -0.1
H -0.536 -0.025 -0.486 0.1 -0.1 -0.2
H -0.886 0.408 1.184 -0.1 0.1 0.1
H -1.822 -2.304 0.195 0.2 -0.1 -0.3
H -2.536 -1.213 1.341 0.0 -0.1 0.2
H -2.615 0.354 -0.625 0.1 0.1 -0.5
H -4.513 -1.575 0.262 0.1 -0.3 0.0
H -4.516 0.167 0.446 0.0 0.0 0.3
H -4.592 -0.590 -2.338 0.0 0.1 -0.3
H -7.225 -1.078 -1.927 -0.2 0.1 -0.2
H -6.068 -2.354 -2.119 0.1 -0.2 0.0
H -6.590 -1.880 -0.502 0.0 0.0 0.2
H -6.490 0.895 -0.931 -0.1 0.1 0.1
C -0.384 -1.814 -5.257 0.1 -0.1 -0.1
C -0.666 -1.325 -3.853 -0.1 0.2 0.0
O -1.919 -0.699 -3.998 0.0 -0.2 0.1
C -2.571 -1.317 -5.031 -0.1 0.1 -0.1
O -3.725 -1.215 -5.253 -0.1 0.1 0.0
O -1.698 -2.060 -5.753 0.1 0.0 0.1
F 0.252 -0.405 -3.434 -0.1 0.0 -0.1
H 0.096 -1.037 -5.856 0.0 0.1 0.1
H 0.209 -2.720 -5.292 -0.1 -0.2 -0.1
H -0.741 -2.114 -3.103 0.1 0.1 0.1
C -6.248 0.973 5.886 -0.2 0.1 0.0
C -4.844 1.078 6.442 0.0 -0.2 0.0
O -4.052 0.721 5.319 0.0 0.3 0.0
C -4.755 1.051 4.195 -0.1 -0.1 0.1
O -4.284 1.112 3.111 0.1 -0.1 -0.1
O -6.044 1.297 4.504 0.0 0.0 0.1
F -4.619 0.196 7.444 0.0 0.0 -0.1
H -6.630 -0.045 5.969 0.1 0.0 0.1
H -6.950 1.663 6.345 0.0 0.1 -0.2
H -4.561 2.076 6.778 0.0 0.0 0.1
C 2.925 -4.877 -3.161 0.2 0.1 0.2
C 2.850 -4.543 -4.634 0.0 -0.3 -0.1
O 1.587 -5.077 -4.994 0.0 0.3 0.0
C 0.794 -5.057 -3.884 0.0 0.0 0.0
O -0.382 -5.169 -3.884 0.0 0.0 0.0
O 1.549 -4.845 -2.776 0.1 0.0 0.0
F 3.824 -5.149 -5.348 -0.1 0.0 0.0
H 3.332 -5.874 -2.993 0.0 0.0 -0.2
H 3.497 -4.151 -2.590 -0.1 0.1 0.0
H 2.862 -3.474 -4.856 0.1 0.0 -0.1
C -0.575 4.113 -5.223 0.1 -0.1 -0.1
C -1.106 5.530 -5.224 -0.2 -0.1 0.1
O -1.241 5.799 -3.837 0.3 0.1 -0.1
C -0.332 5.035 -3.174 -0.1 -0.1 0.0
O -0.021 5.186 -2.042 0.1 0.0 0.1
O 0.159 4.072 -3.992 0.0 0.0 -0.1
F -2.315 5.624 -5.819 0.0 0.0 0.1
H -1.390 3.388 -5.186 -0.1 0.1 0.0
H 0.073 3.892 -6.066 0.1 0.0 0.1
H -0.434 6.267 -5.666 -0.1 0.0 -0.1
```
Positions in Å, forces in eV/Å.

Results
HOMO-LUMO gap, hartree: 0.2866
Lowest unoccupied orbital energy, eV: -3.0
DFT total energy, eV: -104226.2058
Charge: +1
HOMO energy, eV: -10.8
Strongest force on any atom, eV/Å: 1.06

Mulliken atomic charge list, values in e, 99 entries: atom 1 (C): -1.331, atom 2 (C): -0.168, atom 3 (B): 0.633, atom 4 (O): -0.644, atom 5 (N): 0.662, atom 6 (C): -1.326, atom 7 (C): -0.841, atom 8 (S): 0.200, atom 9 (C): 0.170, atom 10 (N): 0.074, atom 11 (N): -0.802, atom 12 (C): 0.041, atom 13 (O): -0.227, atom 14 (C): -1.760, atom 15 (N): 0.816, atom 16 (C): -0.938, atom 17 (N): -0.437, atom 18 (C): -1.142, atom 19 (C): 0.130, atom 20 (C): -0.236, atom 21 (C): -1.217, atom 22 (C): -1.011, atom 23 (C): 1.170, atom 24 (C): -2.422, atom 25 (C): 0.094, atom 26 (N): 1.395, atom 27 (C): -0.355, atom 28 (N): -0.182, atom 29 (C): -1.271, atom 30 (O): -0.076, atom 31 (C): -0.294, atom 32 (C): -0.503, atom 33 (N): -0.080, atom 34 (C): -0.500, atom 35 (C): 0.585, atom 36 (C): -1.594, atom 37 (O): -0.558, atom 38 (H): 0.294, atom 39 (H): 0.318, atom 40 (H): 0.390, atom 41 (H): 0.220, atom 42 (H): 0.340, atom 43 (H): 0.203, atom 44 (H): 0.581, atom 45 (H): 0.127, atom 46 (H): 0.586, atom 47 (H): 0.755, atom 48 (H): 0.465, atom 49 (H): 0.389, atom 50 (H): 0.501, atom 51 (H): 0.295, atom 52 (H): 0.233, atom 53 (H): 0.577, atom 54 (H): 0.353, atom 55 (H): 0.540, atom 56 (H): 0.450, atom 57 (H): 0.588, atom 58 (H): 0.354, atom 59 (H): 0.570, atom 60 (H): 0.550, atom 61 (H): 0.544, atom 62 (H): -0.146, atom 63 (H): 0.271, atom 64 (H): 0.298, atom 65 (H): 0.315, atom 66 (H): 0.486, atom 67 (H): 0.447, atom 68 (H): 0.255, atom 69 (H): 0.568, atom 70 (H): 0.257, atom 71 (H): 0.060, atom 72 (H): -0.340, atom 73 (H): 0.650, atom 74 (H): 0.129, atom 75 (H): -0.004, atom 76 (H): 0.431, atom 77 (H): 0.344, atom 78 (H): 0.390, atom 79 (H): 0.368, atom 80 (C): -0.142, atom 81 (C): 0.285, atom 82 (O): -0.139, atom 83 (C): 0.459, atom 84 (O): -0.502, atom 85 (O): -0.339, atom 86 (F): -0.267, atom 87 (H): 0.271, atom 88 (H): 0.046, atom 89 (H): 0.274, atom 90 (C): -0.463, atom 91 (C): 0.309, atom 92 (O): -0.238, atom 93 (C): 0.559, atom 94 (O): -0.426, atom 95 (O): -0.331, atom 96 (F): -0.281, atom 97 (H): 0.283, atom 98 (H): 0.277, atom 99 (H): 0.272

no.,molecular weight (g mol⁻¹)
1,137.01
2,961.73